68
Properties=species:S:1:pos:R:3:mulliken_charge:R:1 method="wB97M-V/def2-TZVPD" homo_ha=-0.6265 charge=+3 homo_lumo_gap_ha=0.260 e_above_lowest_kj_mol=439.0
Zr 0.130 0.892 -0.738 0.1780
N 1.307 -1.369 1.146 -0.0607
P -0.448 -1.545 0.856 0.5916
C -0.833 -2.651 2.195 0.4054
C -1.148 -3.967 1.838 -0.3518
C -1.382 -4.904 2.833 -0.7500
C -1.308 -4.525 4.166 -0.4704
C -1.004 -3.212 4.521 -0.7451
C -0.769 -2.268 3.539 -0.1815
C -1.017 0.144 1.412 -0.1905
C -0.160 1.217 1.753 -0.1635
C -0.657 2.523 1.836 -0.2523
C -2.012 2.771 1.633 -0.9042
C -2.873 1.709 1.382 -0.5862
C -2.378 0.417 1.234 -0.3859
C 3.222 0.389 0.670 0.6659
C 2.765 1.690 0.338 0.2860
C 2.272 2.181 -0.859 -1.5654
C 2.436 1.474 -2.130 0.0631
C 2.256 0.152 -2.275 -0.9119
N 1.580 -0.545 -1.215 -0.2605
H 1.630 -2.018 1.860 0.3795
H -1.216 -4.257 0.796 0.4206
H -1.630 -5.923 2.569 0.4384
H -1.499 -5.256 4.940 0.4330
H -0.966 -2.930 5.565 0.4417
H -0.556 -1.242 3.818 0.3932
H 0.859 0.993 2.057 0.9750
H 0.009 3.325 2.130 0.5084
H -2.395 3.780 1.718 0.5165
H -3.935 1.889 1.275 0.5374
H -3.063 -0.387 0.981 0.4795
H 2.905 2.439 1.115 0.2885
H 2.136 3.253 -0.926 0.6582
H 2.778 2.076 -2.965 0.5377
H 2.507 -0.428 -3.153 0.5857
S 2.521 -1.083 0.026 -0.0541
C 4.157 0.205 1.744 0.2866
N 4.837 -0.902 1.965 -0.1971
C 5.662 -0.940 3.190 -0.6536
C 5.935 0.516 3.543 -0.4931
S 4.503 1.443 2.892 -0.0290
H 4.883 -1.657 1.294 0.3119
H 6.579 -1.490 2.991 0.3647
H 5.105 -1.450 3.976 0.3165
H 6.832 0.907 3.068 0.3618
H 5.991 0.674 4.616 0.4371
C -2.922 -0.817 -2.787 -1.7357
C -2.720 0.676 -2.784 1.1860
C -3.949 1.411 -2.299 -1.8445
O -1.643 1.015 -1.737 -0.3680
B -0.844 2.149 -2.322 0.6285
O -1.161 2.309 -3.591 -0.3406
C -2.097 1.271 -4.081 1.4029
C -3.106 1.943 -4.986 -1.6682
C -1.228 0.296 -4.848 -1.6320
H -3.416 -1.140 -1.871 0.4084
H -1.996 -1.376 -2.908 0.3772
H -3.578 -1.079 -3.620 0.4402
H -4.258 1.024 -1.328 0.4317
H -4.769 1.246 -2.996 0.4449
H -3.788 2.486 -2.215 0.3638
H -3.617 2.768 -4.497 0.3835
H -3.847 1.218 -5.325 0.3699
H -2.595 2.331 -5.866 0.4546
H -0.509 -0.222 -4.206 0.1562
H -0.670 0.839 -5.608 0.5121
H -1.835 -0.459 -5.347 0.3746

***

14
Properties=species:S:1:pos:R:3:mulliken_charge:R:1 method="wB97M-V/def2-TZVPD" homo_ha=-0.2973 charge=0 homo_lumo_gap_ha=0.303 e_above_lowest_kj_mol=620.6
C 0.867 0.223 0.120 0.3349
C 0.192 -0.870 -0.485 0.6579
N -1.583 1.034 0.721 -0.4460
N 0.351 -2.178 -0.109 -0.4442
C 1.581 1.304 -0.044 -0.7411
O -0.686 0.021 1.142 -0.3812
N -0.228 -0.559 -1.700 -0.8247
H -1.650 1.675 1.509 0.2357
H -2.486 0.573 0.632 0.2457
H -0.113 -2.817 -0.742 0.2951
H 0.543 -2.332 0.871 0.2168
H -0.560 0.408 -1.716 0.2988
H 1.724 1.978 0.795 0.2695
H 2.049 1.538 -0.994 0.2829

***

85
Properties=species:S:1:pos:R:3:mulliken_spin:R:1 method="wB97M-V/def2-TZVPD" homo_ha="-0.5157 / -0.5338" charge=+2 spin_multiplicity=6 homo_lumo_gap_ha="0.269 / 0.220" e_above_lowest_kj_mol=16.3
Fe -0.934 0.672 0.947 3.1270
C -0.455 -3.298 -0.333 -0.0050
C -0.416 -1.966 0.316 0.0277
N -0.849 -0.881 -0.222 -0.1059
O -1.414 -0.935 -1.428 0.0047
B -1.630 0.354 -2.158 -0.0147
F -2.283 0.054 -3.300 0.0006
F -0.353 0.940 -2.392 0.0336
O -2.459 1.376 -1.429 -0.0136
N -2.193 1.647 -0.154 -0.0999
C -2.880 2.555 0.455 0.0545
C -3.942 3.366 -0.188 0.0004
C -2.538 2.684 1.901 0.0200
N -1.689 1.799 2.288 -0.0922
O -1.277 1.750 3.557 -0.0098
B 0.149 1.235 3.628 -0.0125
F 0.807 1.794 2.503 0.0333
F 0.663 1.505 4.834 0.0017
O 0.184 -0.271 3.417 -0.0093
N -0.118 -0.592 2.159 -0.0804
C 0.055 -1.787 1.715 0.0195
C 0.613 -2.901 2.521 0.0021
C -3.113 3.699 2.818 -0.0028
H -0.838 -3.222 -1.345 -0.0043
H -1.093 -3.969 0.247 0.0072
H 0.546 -3.733 -0.353 0.0019
H -4.097 3.054 -1.215 -0.0003
H -3.661 4.423 -0.170 0.0030
H -4.875 3.269 0.371 0.0018
H 0.998 -2.534 3.466 -0.0005
H 1.408 -3.407 1.970 0.0017
H -0.169 -3.639 2.718 0.0035
H -3.895 4.279 2.339 0.0002
H -2.319 4.370 3.153 0.0031
H -3.508 3.212 3.711 0.0009
O -4.976 -5.411 5.974 0.0004
C -4.198 -4.326 6.064 0.0004
O -3.628 -4.051 7.076 0.0360
C -4.051 -3.447 4.839 0.1519
C -4.926 -3.472 3.751 -0.0575
C -4.732 -2.620 2.688 0.1488
C -3.634 -1.724 2.680 0.0227
S -3.443 -0.708 1.332 0.7601
C -2.768 -1.693 3.800 0.0788
C -2.984 -2.538 4.860 -0.0413
H -5.319 -5.557 5.084 0.0008
H -5.788 -4.130 3.733 -0.0009
H -5.414 -2.620 1.846 -0.0013
H -1.959 -0.977 3.833 0.0294
H -2.352 -2.514 5.738 0.0005
S 1.140 1.764 -0.295 0.9918
Sb 2.357 1.058 -2.277 -0.0481
C 2.070 -0.986 -2.537 -0.0042
C 1.214 -1.535 -3.488 -0.0007
C 1.187 -2.911 -3.665 0.0004
C 2.010 -3.730 -2.902 -0.0006
C 2.853 -3.181 -1.941 0.0007
C 2.887 -1.807 -1.756 -0.0003
C 4.306 1.377 -1.625 -0.0241
C 4.592 1.853 -0.348 0.0471
C 5.915 2.045 0.024 0.0114
C 6.937 1.765 -0.873 0.0008
C 6.647 1.290 -2.148 0.0004
C 5.330 1.092 -2.529 0.0002
C 1.871 2.418 -3.762 0.0219
C 2.250 3.737 -3.525 -0.0037
C 2.008 4.696 -4.496 0.0009
C 1.408 4.331 -5.695 0.0035
C 1.042 3.010 -5.928 0.0005
C 1.268 2.045 -4.961 -0.0048
H 0.555 -0.914 -4.080 -0.0009
H 0.530 -3.341 -4.411 0.0000
H 1.999 -4.801 -3.060 0.0000
H 3.506 -3.820 -1.358 0.0000
H 3.584 -1.382 -1.040 0.0023
H 3.802 2.088 0.357 -0.0228
H 6.147 2.418 1.013 0.0006
H 7.966 1.920 -0.580 0.0003
H 7.448 1.076 -2.844 -0.0002
H 5.116 0.723 -3.528 0.0003
H 2.738 4.025 -2.599 0.0010
H 2.294 5.725 -4.321 -0.0002
H 1.226 5.080 -6.455 0.0001
H 0.579 2.730 -6.866 -0.0001
H 0.964 1.025 -5.151 0.0009